Formula: C15H12FMoN4O10
Source: the Open Molecules 2025 dataset
Level of theory: ωB97M-V/def2-TZVPD

Geometry as XYZ:
```
43
C15H12FMoN4O10 (ωB97M-V/def2-TZVPD)
H -10.790 -7.071 7.029
C -16.051 -9.186 8.836
Mo -9.885 -6.535 9.556
O -9.985 -5.514 11.190
O -12.627 -7.803 7.205
C -9.515 -5.388 6.876
C -15.508 -8.072 9.306
C -8.335 -4.874 7.659
C -7.942 -6.440 11.844
C -5.910 -7.632 12.147
N -14.321 -9.326 7.279
F -17.113 -9.728 9.390
H -6.336 -5.817 13.233
H -9.209 -7.391 7.165
H -15.958 -7.593 10.131
H -4.952 -7.770 12.644
O -11.581 -5.437 9.033
N -14.317 -7.568 8.742
O -15.859 -11.034 7.374
O -9.109 -8.547 8.894
H -10.396 -4.777 7.135
C -7.520 -8.303 10.574
N -8.320 -7.292 10.957
H -14.335 -5.942 10.077
H -9.500 -5.424 5.727
C -12.287 -6.357 9.415
O -11.742 -7.370 9.929
C -8.134 -9.064 9.479
C -8.993 -5.322 12.042
C -6.733 -6.606 12.577
N -9.896 -6.696 7.409
H -13.957 -5.427 8.536
C -6.305 -8.543 11.140
C -13.710 -8.167 7.703
O -8.777 -4.456 12.817
O -7.641 -10.245 9.205
H -7.902 -10.590 8.355
C -15.495 -9.935 7.728
O -7.599 -4.004 7.331
C -13.761 -6.269 9.205
O -8.292 -5.480 8.847
H -5.763 -9.432 10.757
H -13.925 -9.828 6.513
```

As for the HOMO energy (spin up / spin down): -12.29 / -12.32 eV. Its spin multiplicity is 3. The LUMO energy (spin up / spin down) is -0.1733 / -0.1839 Eh. The charge is +1. As for the total energy: -46755.6903 eV. As for the gap between HOMO and LUMO (spin up / spin down): 7.57 / 7.31 eV.

Results of the Mulliken charge analysis, in e, for atoms 1 through 4:
1. H 0.318
2. C 0.171
3. Mo 0.560
4. O -0.532

=====

Formula: C15H12N2O6
Source: the Open Molecules 2025 dataset
Level of theory: ωB97M-V/def2-TZVPD

Geometry as XYZ:
```
35
C15H12N2O6 (ωB97M-V/def2-TZVPD)
H 0.442 -2.584 2.622
O -3.857 -1.371 -1.228
C 1.511 -2.031 -1.026
C -0.937 2.040 0.057
H -1.312 3.975 -0.774
C 0.690 -3.099 -0.705
O 1.203 -0.329 3.230
H 0.682 3.400 0.436
H -0.361 -4.126 0.855
C -1.643 2.948 -0.723
C -1.358 0.719 0.108
O 3.164 -0.168 2.374
C 1.986 -1.164 -0.049
C 0.295 2.450 0.819
C 0.297 -3.311 0.606
C 2.781 0.049 -0.447
C -3.173 1.230 -1.410
C 1.830 1.233 -0.485
H 1.787 -1.856 -2.055
N 2.017 -0.559 2.364
H -4.027 0.889 -1.975
H -0.836 -0.010 0.710
O 1.549 1.868 -1.463
C 1.586 -1.397 1.270
O -2.188 -1.831 0.043
H -3.294 3.265 -2.045
N -2.868 -1.058 -0.601
C -2.463 0.324 -0.632
C 0.740 -2.453 1.593
O 1.307 1.451 0.728
H 3.213 -0.079 -1.438
H 0.087 2.536 1.889
C -2.757 2.548 -1.444
H 3.566 0.254 0.282
H 0.341 -3.757 -1.486
```

As for the HOMO energy: -9.73 eV. The LUMO energy is -0.0226 Eh. The charge is 0. As for the total energy: -31009.9556 eV. As for the gap between HOMO and LUMO: 9.11 eV.

Results of the Mulliken charge analysis, in e, for atoms 1 through 4:
1. H 0.456
2. O -0.630
3. C -0.752
4. C 0.607

=====

Formula: C15H13BF9NO4P
Source: the Open Molecules 2025 dataset
Level of theory: ωB97M-V/def2-TZVPD

Geometry as XYZ:
```
44
C15H13BF9NO4P (ωB97M-V/def2-TZVPD)
H 1.306 -2.147 -3.287
H -0.576 -0.499 -2.603
C 1.472 -0.699 -1.490
F -6.057 1.807 1.050
F -2.705 0.685 1.535
B 5.715 -2.573 -1.051
C -5.125 -0.442 0.413
C 0.054 -0.097 -1.729
H -2.014 2.106 -2.222
C 2.012 -1.800 -2.450
O 6.592 -2.779 -2.167
C 2.341 -0.182 -0.302
F -5.058 1.553 -0.982
F -5.322 -0.214 2.941
N 3.335 -2.366 -2.268
C 4.216 -1.908 -1.176
C 0.352 1.534 0.396
C -2.667 2.520 -0.083
H -2.647 0.652 -1.304
O 6.153 -2.979 0.270
H 4.492 -0.500 0.683
C 1.768 0.933 0.637
H 3.993 3.416 2.355
C -5.203 -1.119 1.870
C -3.553 1.692 0.989
H -1.883 3.104 0.528
C -4.950 1.153 0.405
C 3.784 -0.814 -0.153
H 4.465 0.552 3.244
C -1.969 1.587 -1.189
O 3.580 0.275 2.898
O 3.892 2.791 1.590
F -3.988 -1.872 2.037
H 3.613 -3.100 -2.943
F -3.891 2.656 2.015
F -4.167 -1.131 -0.397
H 6.853 -3.730 -2.187
H -0.008 2.352 1.101
F -6.399 -0.701 -0.214
C -0.520 1.040 -0.802
H 5.469 -3.579 0.657
H -3.300 3.337 -0.605
F -6.247 -2.095 1.886
P 2.792 1.581 2.101
```

As for the HOMO energy: -11.15 eV. The LUMO energy is -0.1898 Eh. The charge is +1. As for the total energy: -59857.1788 eV. As for the gap between HOMO and LUMO: 5.98 eV.

Results of the Mulliken charge analysis, in e, for atoms 1 through 4:
1. H 0.340
2. H 0.286
3. C 0.438
4. F -0.278

=====

Short version: M = 523.22; 316.27; 484.04 g/mol, in the order given.
Short version: ΔE to the lowest compared entry with this formula, charge and spin = 0.000; 1.572; 9.687 eV, in the order given.